a) {"formula": "H14O7", "method": "ωB97M-V/def2-TZVPD", "orbital_gap_ev": 11.14, "spin_multiplicity": 1, "smiles": "O.O.O.O.O.O.O", "lumo_ev": -0.2, "total_charge": 0, "elements": ["H", "H", "H", "H", "H", "H", "H", "H", "H", "H", "H", "H", "H", "H", "O", "O", "O", "O", "O", "O", "O"], "positions_angstrom": [[-0.1902, 1.2187, -1.4284], [0.1789, -0.3714, -1.3746], [-1.5362, -1.4035, -0.2080], [-0.0476, -2.0276, 0.0132], [-2.8471, 2.9496, 0.7447], [-3.7727, 3.7960, 1.6154], [-4.1592, -2.8811, -0.3641], [-3.6818, -2.0670, -1.4734], [2.7172, 2.9677, -1.5989], [3.4000, 2.3701, -0.5125], [3.9075, -2.9758, -0.1544], [3.8021, -2.6207, 1.2774], [1.5703, -0.4919, 1.2592], [0.8070, 0.8697, 1.4860], [-0.2375, 0.4294, -0.9369], [-0.9732, -2.1388, 0.2143], [-3.1046, 3.7877, 0.9565], [-4.2950, -1.9703, -0.6498], [3.6257, 2.9196, -1.2164], [3.3315, -2.6751, 0.5348], [1.5048, 0.3145, 1.8159]]}

b) {"formula": "H14O7", "method": "ωB97M-V/def2-TZVPD", "orbital_gap_ev": 10.78, "spin_multiplicity": 1, "smiles": "O.O.O.O.O.O.O", "lumo_ev": -0.4, "total_charge": 0, "elements": ["H", "H", "H", "H", "H", "H", "H", "H", "H", "H", "H", "H", "H", "H", "O", "O", "O", "O", "O", "O", "O"], "positions_angstrom": [[-0.9985, 0.8395, -0.4279], [0.1627, 0.1634, -1.0026], [1.0398, -1.4859, -1.9163], [1.4612, -0.0283, -2.0595], [1.7325, 2.2184, 2.8770], [1.1774, 0.8911, 2.5080], [-4.3156, -2.0070, -0.2886], [-4.5216, -0.8747, 0.7345], [-0.6379, 2.5250, -1.2258], [-0.7606, 3.5613, -0.0983], [-0.8278, -0.6342, 0.7594], [-0.0470, -1.7723, -0.0897], [2.9952, -1.8156, 0.1295], [3.9835, -0.7740, 0.5122], [-0.2930, 0.9700, -1.0714], [1.8406, -0.8996, -2.0041], [1.1798, 1.8119, 2.3025], [-4.6937, -1.8219, 0.5173], [-1.1617, 3.2104, -0.9127], [-0.7152, -1.6416, 0.5948], [3.7879, -1.7301, 0.5223]]}

Which one sits at the bottom of the stability order? b) does.

a) {"formula": "H14O7", "method": "ωB97M-V/def2-TZVPD", "orbital_gap_ev": 8.79, "spin_multiplicity": 1, "lumo_ev": -0.8, "total_charge": 0, "elements": ["O", "H", "H", "O", "H", "H", "O", "H", "H", "O", "H", "H", "O", "H", "H", "O", "H", "H", "O", "H", "H"], "positions_angstrom": [[0.1512, -0.1893, -0.4123], [0.6486, -0.8620, 0.0527], [-0.6402, -0.0700, 0.1128], [1.3796, -0.7335, 1.3433], [2.0273, -0.3897, 0.7280], [1.1523, 0.0147, 1.8954], [-1.4797, 0.1711, 0.8512], [-2.1782, -0.4241, 1.1234], [-1.5427, 0.9085, 1.4582], [-2.3676, 1.5019, -0.5457], [-2.0768, 0.6374, -0.2551], [-3.1843, 1.6529, -0.0699], [0.7374, 1.9300, -0.2181], [0.4940, 1.0482, -0.5000], [-0.0651, 2.2919, 0.1576], [0.8578, -0.1671, -2.6225], [0.7301, -0.1091, -1.6757], [1.6026, 0.4075, -2.7999], [1.0879, -2.6338, 0.1168], [1.7952, -3.0895, 0.5731], [0.8708, -1.8960, 0.6867]]}

b) {"formula": "H14O7", "method": "ωB97M-V/def2-TZVPD", "orbital_gap_ev": 11.61, "spin_multiplicity": 1, "smiles": "O.O.O.O.O.O.O", "lumo_ev": 0.3, "total_charge": 0, "elements": ["H", "H", "H", "H", "H", "H", "H", "H", "H", "H", "H", "H", "H", "H", "O", "O", "O", "O", "O", "O", "O"], "positions_angstrom": [[0.5031, -1.7431, -0.0840], [0.4148, -3.0662, -0.7456], [-3.9697, -0.3373, -0.1702], [-3.3558, 0.0503, -1.4667], [-0.9611, -0.7661, 1.2693], [-1.9824, -1.8456, 1.3120], [-0.3975, 1.8537, -1.4506], [0.7777, 2.2659, -0.5312], [3.2682, 2.0336, -0.0440], [2.6991, 0.7088, 0.0496], [-2.3276, 1.6930, 1.8475], [-1.7068, 1.6959, 0.5355], [3.0196, -1.4217, 0.2993], [4.1835, -1.0675, -0.6522], [1.0320, -2.2950, -0.8315], [-3.8729, -0.7047, -1.0775], [-1.0563, -1.6818, 1.0838], [-0.0999, 2.6335, -0.8815], [2.3981, 1.6054, 0.2098], [-2.2765, 1.1430, 1.1699], [3.7103, -0.7540, 0.1582]]}

c) {"formula": "H14O7", "method": "ωB97M-V/def2-TZVPD", "orbital_gap_ev": 8.51, "spin_multiplicity": 1, "lumo_ev": -0.7, "total_charge": 0, "elements": ["O", "H", "H", "O", "H", "H", "O", "H", "H", "O", "H", "H", "O", "H", "H", "O", "H", "H", "O", "H", "H"], "positions_angstrom": [[-19.6888, 17.0324, 10.5016], [-19.5043, 16.1027, 10.3681], [-18.8662, 17.3957, 10.8295], [-18.8196, 15.1683, 11.1692], [-18.8744, 15.5680, 12.0372], [-18.9519, 14.2334, 11.3268], [-17.2354, 14.7520, 9.9891], [-18.0316, 14.9243, 10.4918], [-16.8359, 15.6136, 9.8697], [-21.5694, 17.4432, 10.6772], [-21.3167, 16.5891, 10.3267], [-20.7427, 17.9149, 10.7792], [-19.3336, 18.2089, 8.7237], [-18.5212, 17.7792, 8.4560], [-19.5524, 17.8065, 9.5642], [-19.3231, 17.5394, 12.8621], [-18.7580, 17.4476, 12.0950], [-18.7905, 18.0189, 13.4966], [-17.7999, 17.8115, 11.0532], [-17.9935, 18.7032, 10.7640], [-17.4291, 17.9185, 11.9291]]}

d) {"formula": "H14O7", "method": "ωB97M-V/def2-TZVPD", "orbital_gap_ev": 11.18, "spin_multiplicity": 1, "smiles": "O.O.O.O.O.O.O", "lumo_ev": -0.2, "total_charge": 0, "elements": ["H", "H", "H", "H", "H", "H", "H", "H", "H", "H", "H", "H", "H", "H", "O", "O", "O", "O", "O", "O", "O"], "positions_angstrom": [[0.5602, -0.9128, 0.3443], [-0.4649, -0.4195, -0.6641], [3.7223, 2.3694, 0.2258], [4.0649, 1.7704, 1.6002], [-3.5695, 0.6743, 1.8360], [-3.3217, -0.2158, 3.0820], [-1.9284, -1.6058, -1.5455], [-2.3984, -0.3004, -0.8333], [-1.0538, 2.9215, -2.2580], [-0.7504, 4.3511, -2.0464], [3.6538, -0.6307, 0.7825], [2.7400, -1.8039, 0.3196], [-0.2142, -3.0898, -1.5327], [-0.0526, -3.1426, 0.0214], [0.2105, -0.1570, -0.1491], [3.3423, 2.0408, 1.0568], [-3.7440, 0.5943, 2.7564], [-2.5799, -1.2034, -0.9359], [-1.3390, 3.6902, -1.6959], [3.6390, -1.4218, 0.3338], [-0.5164, -3.5087, -0.6979]]}

Which one sits at the bottom of the stability order? c) does.

a) {"formula": "H14O7", "method": "ωB97M-V/def2-TZVPD", "orbital_gap_ev": 11.78, "spin_multiplicity": 1, "smiles": "O.O.O.O.O.O.O", "lumo_ev": 0.5, "total_charge": 0, "elements": ["H", "H", "H", "H", "H", "H", "H", "H", "H", "H", "H", "H", "H", "H", "O", "O", "O", "O", "O", "O", "O"], "positions_angstrom": [[0.4732, -0.2287, 0.5903], [-0.5495, -0.3919, -0.5872], [4.0243, -1.2619, -0.0668], [3.5178, 0.2495, -0.4730], [1.4883, 0.7282, -1.1834], [2.2079, 2.1250, -1.3495], [-1.2662, 1.2698, 0.7424], [-1.9447, 2.5470, 0.1912], [1.4385, -0.6605, 2.3934], [2.3604, -0.9172, 1.2957], [-4.6050, -0.0802, -0.1664], [-3.0556, 0.5263, 0.2574], [-2.6083, -1.2392, -0.9091], [-1.7264, -2.5926, -0.7827], [-0.0028, 0.2892, -0.1212], [3.8664, -0.3087, 0.2752], [2.3973, 1.1693, -1.4948], [-2.0550, 1.8657, 0.9552], [1.4193, -1.1190, 1.5796], [-3.5983, -0.2716, 0.0838], [-1.7813, -1.6983, -1.2297]]}

b) {"formula": "H14O7", "method": "ωB97M-V/def2-TZVPD", "orbital_gap_ev": 10.45, "spin_multiplicity": 1, "smiles": "O.O.O.O.O.O.O", "lumo_ev": -0.1, "total_charge": 0, "elements": ["O", "H", "H", "O", "H", "H", "O", "H", "H", "O", "H", "H", "O", "H", "H", "O", "H", "H", "O", "H", "H"], "positions_angstrom": [[-6.9746, 30.3428, 13.2011], [-7.5122, 30.4045, 14.0134], [-6.1053, 30.0932, 13.5704], [-9.1825, 29.6210, 14.8344], [-9.7038, 29.9598, 14.1246], [-9.8236, 28.9205, 15.0703], [-4.6481, 30.6465, 14.5895], [-4.2698, 30.2335, 15.3548], [-3.8715, 31.1242, 14.2546], [-8.6070, 27.6255, 12.4488], [-7.6933, 27.3840, 12.4453], [-8.6936, 28.5596, 12.6091], [-5.8036, 28.8012, 10.7697], [-5.5900, 27.8851, 10.9591], [-6.2492, 29.0568, 11.5715], [-6.3174, 27.4131, 14.3534], [-5.4295, 27.2269, 14.1167], [-6.1961, 27.8963, 15.2026], [-5.2753, 31.7692, 11.4334], [-5.4379, 31.6237, 12.3353], [-5.9402, 32.3889, 11.1097]]}

c) {"formula": "H14O7", "method": "ωB97M-V/def2-TZVPD", "orbital_gap_ev": 11.20, "spin_multiplicity": 1, "smiles": "O.O.O.O.O.O.O", "lumo_ev": 0.0, "total_charge": 0, "elements": ["O", "H", "H", "O", "H", "H", "O", "H", "H", "O", "H", "H", "O", "H", "H", "O", "H", "H", "O", "H", "H"], "positions_angstrom": [[0.3176, -0.5789, 0.6192], [-0.0153, -0.2150, -0.2011], [-0.1008, -0.0542, 1.3018], [1.5828, -3.9185, 3.1003], [1.2287, -3.2121, 2.5600], [1.2639, -4.7203, 2.6861], [3.6811, 0.1538, 4.3088], [4.0236, 0.3445, 3.4355], [3.0125, 0.8229, 4.4557], [-4.9697, 0.8608, -3.4297], [-5.4564, 0.3897, -4.1060], [-4.0614, 0.5844, -3.5511], [-0.3970, 2.4467, -2.3823], [0.2052, 3.1014, -2.0288], [-0.0027, 2.1820, -3.2134], [2.8376, -4.1671, -1.4480], [3.7521, -4.1232, -1.7275], [2.6402, -3.2849, -1.1334], [-3.5243, 4.2918, 0.1785], [-2.6524, 3.9828, -0.0675], [-3.3655, 5.1135, 0.6431]]}

d) {"formula": "H14O7", "method": "ωB97M-V/def2-TZVPD", "orbital_gap_ev": 8.50, "spin_multiplicity": 1, "smiles": "O.O.O.O.O.O.O", "lumo_ev": 0.2, "total_charge": 0, "elements": ["H", "H", "H", "H", "H", "H", "H", "H", "H", "H", "H", "H", "H", "H", "O", "O", "O", "O", "O", "O", "O"], "positions_angstrom": [[0.0622, 0.0793, -1.8834], [0.6165, 1.3621, -1.2157], [-1.5872, -2.5587, -0.9674], [-2.3258, -1.2562, -0.7898], [-2.1509, 3.4680, -0.9535], [-2.8145, 2.2719, -0.2601], [0.1968, 0.7412, 1.6486], [-0.7534, 1.5542, 2.4863], [3.8565, 0.7397, -0.3652], [5.3299, 0.9733, -0.5907], [1.2152, -2.6914, -0.4043], [-0.1549, -2.5454, -0.2181], [-0.1455, -0.8425, 2.5254], [-0.3181, -0.9473, 0.9784], [-0.0146, 0.6435, -1.0811], [-2.3767, -2.2264, -0.5203], [-2.3250, 2.5614, -1.0353], [-0.6977, 1.1481, 1.6994], [4.7011, 0.4500, -0.0875], [0.4972, -2.1396, -0.7493], [-0.8111, -0.7851, 1.7837]]}

Which one sits at the bottom of the stability order? d) does.

a) {"formula": "H14O7", "method": "ωB97M-V/def2-TZVPD", "orbital_gap_ev": 10.53, "spin_multiplicity": 1, "smiles": "O.O.O.O.O.O.O", "lumo_ev": -0.2, "total_charge": 0, "elements": ["O", "H", "H", "O", "H", "H", "O", "H", "H", "O", "H", "H", "O", "H", "H", "O", "H", "H", "O", "H", "H"], "positions_angstrom": [[0.8815, 0.7874, -0.0557], [0.6182, 0.4020, 0.7817], [0.4843, 1.6047, -0.2212], [-0.5887, 2.8181, -0.9075], [-1.3136, 2.5322, -1.4460], [-0.2223, 3.6055, -1.2829], [-0.7849, -0.0913, 2.1061], [-1.1846, -0.7022, 1.4876], [-1.3975, 0.6471, 2.1693], [2.6455, -0.6863, -1.9239], [2.6012, 0.0171, -2.6037], [2.3892, -0.1322, -1.1666], [-1.5941, -2.1024, 0.1008], [-2.2105, -1.4051, 0.0619], [-0.7964, -1.8173, -0.2805], [-0.7145, -0.1884, -2.0082], [-0.6191, 0.5957, -2.5840], [-0.1579, 0.0818, -1.2506], [0.9732, -2.0353, 2.8034], [0.3773, -1.2949, 2.7609], [0.6137, -2.6362, 3.4591]]}

b) {"formula": "H14O7", "method": "ωB97M-V/def2-TZVPD", "orbital_gap_ev": 10.26, "spin_multiplicity": 1, "smiles": "O.O.O.O.O.O.O", "lumo_ev": 0.1, "total_charge": 0, "elements": ["O", "H", "H", "O", "H", "H", "O", "H", "H", "O", "H", "H", "O", "H", "H", "O", "H", "H", "O", "H", "H"], "positions_angstrom": [[-0.2172, -0.4018, 0.3436], [0.0094, -0.9672, -0.3518], [-1.0178, -0.7049, 0.7918], [-2.4397, -0.4792, -2.0686], [-1.8786, 0.1148, -2.5584], [-2.4689, -0.2125, -1.1634], [0.9650, -1.8239, -1.6049], [1.5929, -2.2143, -0.9881], [1.1651, -2.2378, -2.4632], [0.4805, 2.1142, 1.2967], [0.2960, 1.3488, 0.6905], [-0.1108, 2.0533, 2.0854], [-1.3661, 0.9989, 3.1239], [-0.9565, 0.6826, 3.9498], [-2.3510, 1.0369, 3.2539], [2.1651, -0.2957, 2.1270], [3.0518, -0.1761, 1.8265], [1.6202, 0.3037, 1.6081], [0.3877, 0.5264, -2.9927], [0.4899, 0.7560, -3.9312], [0.5832, -0.4223, -2.9751]]}

Which one sits at the bottom of the stability order? b) does.